No. 1
{
  "formula": "C33H40BN12O2STl",
  "method": "ωB97M-V with the def2-TZVPD basis set",
  "species": ["Tl", "C", "C", "N", "N", "C", "B", "N", "C", "C", "C", "N", "N", "C", "C", "C", "N", "N", "C", "C", "C", "N", "H", "H", "H", "H", "H", "H", "H", "H", "H", "H", "H", "H", "C", "C", "N", "C", "C", "C", "O", "C", "C", "C", "C", "N", "C", "H", "H", "H", "H", "H", "H", "H", "H", "H", "H", "H", "H", "H", "H", "C", "C", "C", "N", "C", "S", "N", "C", "O", "C", "C", "C", "C", "C", "C", "H", "H", "H", "H", "H", "H", "H", "H", "H", "H", "H", "H", "H", "H"],
  "xyz": [[0.020654, -0.034039, -0.466209], [-0.190901, -0.093294, 4.076027], [-0.320538, -0.711084, 2.832913], [0.366478, -0.043356, 1.910136], [0.959045, 0.997426, 2.530127], [0.627812, 0.990710, 3.833618], [1.903359, 2.003458, 1.805802], [1.018372, 2.952077, 0.943360], [0.875873, 4.287399, 0.832245], [-0.036988, 4.561922, -0.162434], [-0.423751, 3.305480, -0.626591], [0.207627, 2.351465, 0.048345], [2.863682, 1.228416, 0.849877], [4.211821, 1.212992, 0.877265], [4.663767, 0.423048, -0.157889], [3.499870, -0.021621, -0.790643], [2.429451, 0.466743, -0.176420], [2.769651, 2.674472, 2.870941], [3.146666, 3.953037, 3.159027], [4.042513, 3.914631, 4.190258], [4.176260, 2.542000, 4.484752], [3.421721, 1.805801, 3.692166], [-0.626073, -0.393597, 5.013041], [-0.859195, -1.611750, 2.576947], [0.997925, 1.742059, 4.508541], [1.403333, 4.981047, 1.455244], [-0.372351, 5.525997, -0.504061], [-1.117055, 3.053772, -1.414229], [4.772689, 1.741275, 1.628587], [5.685366, 0.208852, -0.424051], [3.405676, -0.665617, -1.652112], [2.778850, 4.813777, 2.636363], [4.530863, 4.748944, 4.664492], [4.794076, 2.067903, 5.231780], [-6.930892, -4.356557, 2.337077], [-6.566662, -3.118610, 3.147041], [-6.215226, -1.957593, 2.317814], [-7.110882, -0.805623, 2.383732], [-8.401167, -1.014336, 1.594618], [-5.033228, -2.010987, 1.668127], [-4.266969, -2.961255, 1.779209], [-4.600176, -0.881473, 0.765602], [-5.393328, -0.198726, -0.143861], [-4.808139, 0.731544, -0.993357], [-3.441873, 0.923911, -0.928910], [-2.665077, 0.245488, -0.079335], [-3.233800, -0.626930, 0.744818], [-7.287194, -5.135651, 3.012364], [-6.059680, -4.733017, 1.805707], [-7.720713, -4.139802, 1.615356], [-5.714275, -3.347766, 3.787190], [-7.406745, -2.824169, 3.774098], [-6.582918, 0.080486, 2.042017], [-7.356836, -0.641759, 3.433884], [-8.193657, -1.403983, 0.596602], [-8.941356, -0.071751, 1.493798], [-9.055934, -1.725827, 2.099227], [-6.454561, -0.396544, -0.218760], [-5.406644, 1.287406, -1.701992], [-2.950282, 1.632540, -1.584947], [-2.583702, -1.174675, 1.413405], [-2.635036, -4.882650, -2.463124], [-2.521688, -3.603750, -3.288788], [-1.617394, -2.570970, -2.624151], [-0.208862, -2.952029, -2.740235], [0.646941, -3.193512, -1.748913], [0.229252, -2.974872, -0.112933], [1.882200, -3.613515, -2.150403], [3.137389, -3.515592, -1.450242], [4.075962, -3.132946, -2.096671], [3.203129, -3.945650, -0.040028], [2.554297, -5.103844, 0.380253], [2.720320, -5.545769, 1.680991], [3.511403, -4.820459, 2.563559], [4.161602, -3.668759, 2.140452], [4.023887, -3.239209, 0.831103], [-3.285895, -5.602566, -2.957808], [-3.049806, -4.667484, -1.476409], [-1.658019, -5.350054, -2.322056], [-3.506719, -3.155431, -3.428332], [-2.132778, -3.835032, -4.285949], [-1.859891, -2.475579, -1.569674], [-1.742514, -1.592985, -3.096592], [0.105340, -3.124731, -3.685278], [2.047963, -3.584213, -3.149397], [1.948206, -5.669447, -0.317179], [2.233939, -6.456323, 2.006167], [3.629579, -5.163590, 3.583714], [4.784282, -3.112446, 2.828674], [4.532481, -2.351576, 0.479312]],
  "forces_ev_per_angstrom": [[0.6, 0.0, 0.9], [0.0, 0.0, 0.0], [0.0, 0.0, 0.1], [-0.1, -0.2, -0.3], [-0.1, 0.2, 0.1], [-0.1, -0.1, 0.0], [0.2, -0.2, 0.1], [0.0, 0.0, 0.0], [0.0, 0.0, -0.1], [-0.1, 0.0, -0.1], [0.1, 0.1, 0.1], [-0.3, -0.1, -0.3], [0.0, 0.0, 0.1], [0.0, -0.1, -0.1], [0.0, 0.0, -0.1], [0.1, 0.1, 0.1], [-0.3, -0.2, -0.2], [-0.1, 0.1, 0.0], [-0.1, -0.1, -0.1], [0.1, -0.1, 0.1], [0.0, 0.1, -0.1], [0.0, 0.0, 0.1], [0.0, 0.0, 0.0], [0.0, 0.0, 0.0], [0.1, 0.0, 0.0], [0.0, 0.0, 0.0], [0.0, 0.0, 0.1], [0.0, 0.0, 0.0], [-0.1, 0.0, 0.0], [-0.1, 0.0, 0.0], [0.0, 0.0, 0.0], [0.0, 0.0, 0.0], [0.0, 0.0, 0.0], [0.0, 0.0, 0.0], [0.0, 0.0, 0.0], [0.1, -0.1, -0.2], [-0.1, 0.0, 0.1], [0.0, -0.1, -0.1], [0.0, 0.0, 0.0], [0.0, 0.0, 0.1], [0.0, 0.0, 0.0], [0.0, -0.1, -0.1], [0.0, 0.0, 0.0], [0.0, 0.0, 0.0], [0.0, -0.1, 0.0], [0.2, 0.0, -0.1], [0.1, 0.0, -0.1], [0.0, 0.0, 0.0], [0.0, 0.0, 0.0], [0.0, 0.0, 0.0], [0.0, 0.0, 0.1], [0.0, 0.1, 0.0], [0.0, 0.0, 0.0], [0.1, 0.1, 0.0], [0.0, 0.0, 0.0], [0.0, 0.0, 0.0], [0.0, 0.0, 0.0], [0.0, 0.0, 0.0], [0.0, 0.0, 0.0], [0.0, 0.0, 0.0], [0.0, 0.0, 0.0], [0.0, 0.1, -0.1], [0.1, -0.1, 0.1], [-0.1, 0.0, -0.2], [-0.1, -0.1, 0.1], [0.0, 0.0, 0.0], [0.0, 0.7, -0.1], [-0.1, 0.0, 0.1], [-0.1, 0.0, 0.0], [0.0, 0.0, 0.0], [0.1, -0.2, 0.0], [0.0, 0.0, 0.0], [0.0, 0.0, 0.0], [0.0, 0.0, 0.0], [0.0, 0.0, 0.0], [0.0, 0.0, 0.0], [0.0, 0.0, 0.0], [0.0, 0.0, 0.0], [0.0, 0.0, 0.0], [0.0, 0.0, 0.0], [-0.1, 0.1, 0.0], [0.0, 0.0, 0.0], [0.1, 0.0, 0.0], [0.0, 0.0, 0.0], [0.1, 0.0, 0.0], [0.0, 0.0, 0.0], [0.0, 0.0, 0.0], [0.0, 0.0, 0.0], [0.0, 0.0, 0.0], [0.0, 0.0, 0.0]],
  "homo_lumo_gap_ev": [8.518, 5.943],
  "mol_weight_g_mol": 884.0,
  "charge": 1,
  "total_energy_ev": -73048.87532,
  "multiplicity": 2,
  "e_lumo_ev": [-2.27, -5.22]
}

No. 2
{
  "formula": "C33H40Br3F3N6O6Yb",
  "method": "ωB97M-V with the def2-TZVPD basis set",
  "species": ["Yb", "C", "C", "C", "C", "C", "C", "C", "Br", "C", "O", "C", "C", "C", "C", "C", "C", "H", "H", "H", "H", "H", "H", "H", "H", "H", "H", "H", "H", "H", "H", "H", "H", "H", "H", "H", "H", "Br", "C", "C", "C", "N", "C", "C", "C", "C", "C", "Br", "C", "C", "N", "H", "H", "H", "H", "H", "H", "N", "C", "C", "C", "C", "N", "C", "N", "N", "C", "O", "O", "H", "H", "H", "H", "H", "H", "H", "H", "H", "H", "H", "H", "H", "H", "O", "C", "F", "C", "F", "F", "C", "O", "O"],
  "xyz": [[0.846181, 0.490852, -1.170191], [-5.721561, 4.561004, 0.651315], [-5.745520, 3.475271, -0.479999], [-7.056747, 2.619557, -0.332281], [-5.695347, 4.199161, -1.832270], [-4.461479, 2.563148, -0.361113], [-3.199739, 3.081348, -0.534970], [-2.060009, 2.325124, -0.412732], [-0.339013, 3.193111, -0.695315], [-2.097219, 0.962445, -0.154299], [-0.988521, 0.212673, -0.101882], [-3.369941, 0.410881, 0.012717], [-4.533192, 1.201241, -0.102558], [-3.697139, -1.099603, 0.222478], [-2.534354, -2.006163, 0.559112], [-4.273724, -1.621863, -1.117366], [-4.708623, -1.217051, 1.398991], [-6.638370, 5.148940, 0.533391], [-4.888684, 5.216650, 0.591945], [-5.760351, 4.115810, 1.645383], [-7.898310, 3.373038, -0.362717], [-6.987305, 2.096461, 0.597983], [-7.156468, 1.890266, -1.159123], [-6.696803, 4.646655, -2.051130], [-5.394770, 3.507197, -2.674848], [-4.960840, 4.974097, -1.781140], [-3.160535, 4.129639, -0.714661], [-5.464103, 0.667494, -0.147049], [-1.759924, -1.923160, -0.198535], [-2.930819, -3.062677, 0.609387], [-2.165002, -1.780317, 1.541541], [-3.456527, -1.766333, -1.842038], [-5.044176, -0.977769, -1.526868], [-4.790619, -2.589675, -0.944095], [-4.249625, -0.794482, 2.295008], [-5.022811, -2.237801, 1.549752], [-5.658203, -0.706127, 1.264344], [2.153468, -6.101507, 1.188518], [1.893686, -4.353732, 0.690157], [0.918470, -3.566897, 1.300740], [0.775953, -2.286299, 0.845055], [1.407717, -1.794140, -0.249529], [2.395931, -2.562297, -0.793425], [2.656892, -3.827397, -0.323854], [3.127022, -1.967686, -1.966027], [4.267178, -2.551022, -2.464320], [4.956679, -1.903495, -3.465395], [6.539050, -2.639080, -4.110049], [4.474519, -0.668510, -3.922627], [3.247751, -0.267809, -3.452717], [2.573842, -0.885837, -2.490158], [0.354822, -3.915491, 2.156339], [0.083962, -1.597342, 1.358778], [3.477931, -4.361187, -0.759343], [4.596908, -3.518547, -2.115519], [5.058309, -0.048283, -4.601657], [2.853420, 0.685097, -3.828210], [1.252810, 0.851215, 1.349462], [2.648510, 0.843727, 1.821273], [3.003804, 1.924500, 2.769506], [3.254416, 1.435156, 4.197697], [4.707384, 1.094304, 4.360933], [5.151010, 0.171634, 3.294371], [5.689598, -0.996255, 3.523208], [6.104970, -1.356120, 4.764017], [5.806018, -1.921044, 2.507920], [3.540022, 0.900190, 0.602856], [4.765753, 0.745085, 0.767324], [2.959625, 1.081786, -0.478976], [0.852083, 1.783514, 1.329362], [0.631739, 0.224307, 1.844533], [2.782563, -0.137101, 2.285420], [2.187586, 2.651498, 2.835374], [3.844835, 2.532871, 2.431451], [2.590495, 0.598249, 4.448463], [3.045440, 2.154729, 4.939733], [4.977901, 0.694919, 5.359656], [5.342212, 2.003371, 4.277600], [5.035126, 0.437267, 2.264119], [6.253892, -0.557222, 5.374691], [6.509960, -2.254757, 4.955276], [5.662664, -1.539814, 1.589716], [6.585530, -2.546992, 2.594932], [-3.034382, -6.563928, -4.810317], [-3.753327, -5.859648, -4.322666], [-0.461826, 0.078453, -5.985691], [0.632836, 0.300396, -5.272067], [1.393802, -0.788592, -5.506575], [1.301347, 1.315111, -5.753735], [0.269126, 0.444812, -3.773520], [0.796520, 1.468614, -3.194035], [-0.423361, -0.361816, -3.164239]],
  "forces_ev_per_angstrom": [[0.2, -0.6, 0.7], [-1.4, -1.2, -0.5], [0.8, -0.7, 0.4], [0.6, 1.7, -1.1], [-0.9, -1.0, -0.7], [-1.5, -0.2, 0.2], [0.1, 0.8, 0.3], [-0.1, 0.5, -0.2], [-0.5, -0.2, 0.2], [0.4, -1.0, 0.1], [0.3, 0.6, -0.3], [-1.3, -0.6, 0.2], [1.3, 0.0, -0.5], [-0.6, 0.5, -0.3], [-0.6, -1.2, -0.3], [-0.3, -0.7, 0.5], [0.0, 0.3, -0.5], [0.1, 0.1, 0.1], [0.9, 0.5, -0.2], [0.1, -0.1, 0.0], [0.6, -1.1, 0.2], [-0.4, -0.3, 0.7], [0.0, 0.4, 0.4], [0.8, -0.2, 0.0], [-0.5, 0.7, 0.9], [0.4, 0.7, -0.2], [0.5, 0.7, -0.2], [-0.3, 0.2, 0.3], [0.0, -0.2, 0.2], [0.5, 0.9, -0.2], [0.5, 0.2, 0.5], [-0.4, 0.1, 0.1], [0.1, 0.3, -0.2], [0.5, 0.3, -0.1], [0.0, -0.2, 0.1], [0.3, -0.6, 0.2], [0.1, 0.3, -0.2], [0.1, -0.9, 0.4], [-0.6, 0.6, 0.0], [0.6, -0.5, 0.3], [-0.4, 1.2, -0.7], [0.7, -0.6, 0.5], [-1.3, 1.1, -0.1], [0.5, 0.2, -0.2], [-1.0, -0.7, 0.7], [0.2, -0.5, -0.1], [-0.2, 1.0, -0.1], [0.3, -0.1, -0.2], [0.8, -0.9, -0.1], [0.3, 1.3, -0.3], [-0.1, 0.6, 0.1], [0.0, 0.0, -0.1], [0.3, -0.5, -0.6], [0.0, -0.5, 0.0], [0.2, 0.1, 0.1], [-0.3, -0.3, 0.0], [0.0, -0.5, 0.3], [0.1, 0.0, -0.1], [-1.3, -1.0, -0.8], [-0.5, 1.7, 1.6], [0.2, -0.7, -0.4], [1.6, 0.0, 0.1], [0.2, -0.3, 0.6], [0.4, -1.0, 0.0], [-0.4, 1.1, -0.6], [-0.1, 1.0, 1.0], [0.2, -0.4, 0.1], [0.4, -0.2, 0.0], [-0.3, 0.3, -1.6], [-0.1, -0.1, 0.3], [0.0, 0.3, 0.1], [0.2, 0.0, 0.0], [-0.1, -0.2, -0.2], [0.2, -0.2, 0.0], [0.2, -0.1, -0.2], [-0.4, 1.2, 0.7], [-0.6, 0.1, -0.6], [-0.5, -0.3, -0.1], [-0.1, 0.2, 0.1], [0.2, -0.9, 0.1], [0.0, 0.1, 0.0], [-0.1, 0.0, -0.4], [0.1, -0.2, -0.1], [0.5, -0.5, -0.3], [-0.5, 0.5, 0.3], [-0.7, 0.5, -0.2], [-0.6, -1.5, -0.3], [0.4, -0.4, 0.6], [0.1, 1.0, -0.1], [0.7, 1.8, 0.5], [0.0, -0.7, -0.5], [0.0, -0.8, 0.0]],
  "homo_lumo_gap_ev": 6.645,
  "mol_weight_g_mol": 1086.5,
  "charge": 1,
  "total_energy_ev": -305907.11125,
  "multiplicity": 2,
  "e_lumo_ev": -3.15
}